{"formula": "C16H28AsF6IN6Pd", "method": "the ωB97M-V functional and the def2-TZVPD basis", "species": ["Pd", "N", "C", "C", "C", "N", "C", "C", "N", "C", "H", "H", "H", "H", "H", "H", "H", "H", "H", "H", "H", "H", "H", "H", "H", "H", "C", "C", "C", "C", "N", "N", "C", "H", "H", "H", "H", "H", "H", "H", "H", "F", "As", "F", "F", "F", "F", "F", "I", "C", "C", "C", "C", "C", "N", "H", "H", "H", "H"], "coordinates": [[0.754, -0.044, -0.138], [-2.606, -5.202, -0.457], [-1.983, -3.835, -0.420], [-2.611, -3.026, 0.721], [-2.160, -1.556, 0.725], [-0.747, -1.383, 1.132], [-2.442, -0.924, -0.643], [-1.797, -1.682, -1.812], [-0.340, -1.466, -1.835], [-2.212, -3.162, -1.777], [-2.428, -5.729, 0.410], [-2.242, -5.753, -1.248], [-3.629, -5.140, -0.572], [-0.912, -3.981, -0.242], [-2.391, -3.480, 1.690], [-3.696, -3.011, 0.597], [-2.787, -1.025, 1.448], [-0.283, -2.287, 1.212], [-0.701, -0.955, 2.054], [-2.085, 0.108, -0.642], [-3.522, -0.904, -0.790], [-2.224, -1.263, -2.729], [-0.066, -0.917, -2.652], [0.182, -2.340, -1.894], [-1.689, -3.705, -2.566], [-3.280, -3.188, -2.010], [-0.396, 5.113, 1.579], [-0.550, 3.987, 0.663], [-0.848, 4.002, -0.709], [-0.878, 2.655, -1.119], [-0.650, 1.866, -0.062], [-0.454, 2.694, 1.000], [-1.153, 2.188, -2.490], [-1.352, 5.625, 1.730], [0.256, 5.862, 1.122], [-0.001, 4.821, 2.548], [-0.985, 4.863, -1.329], [-0.242, 2.323, 1.918], [-0.427, 2.639, -3.172], [-2.137, 2.529, -2.813], [-1.087, 1.107, -2.573], [1.434, 0.917, -2.099], [2.956, 2.002, -1.562], [3.434, 0.392, -0.909], [2.012, 2.014, 0.116], [4.215, 2.814, -0.805], [1.977, 3.359, -1.945], [3.622, 1.752, -3.070], [2.587, -2.400, 0.114], [3.138, -0.892, 1.521], [4.428, -0.774, 1.986], [4.673, 0.252, 2.892], [3.628, 1.066, 3.303], [2.370, 0.862, 2.754], [2.134, -0.097, 1.863], [5.209, -1.437, 1.647], [5.675, 0.409, 3.266], [3.776, 1.856, 4.025], [1.531, 1.480, 3.047]], "forces_ev_per_angstrom": [[-1.6, -0.6, 0.0], [0.0, -0.4, 0.0], [0.0, 0.9, 0.0], [0.3, 0.0, 0.1], [-0.6, 0.2, -0.5], [0.7, 0.3, 0.0], [0.2, -0.1, 0.0], [-0.8, 0.2, 0.3], [0.7, 0.5, 0.1], [0.3, 0.0, 0.0], [-0.1, 0.0, -0.2], [-0.1, 0.0, 0.2], [0.2, 0.0, 0.0], [-0.1, -0.2, 0.0], [-0.1, -0.1, 0.0], [-0.1, -0.1, 0.0], [0.2, -0.1, 0.0], [0.1, 0.3, 0.1], [0.1, -0.1, 0.0], [-0.2, -0.1, 0.0], [-0.1, 0.0, 0.0], [0.2, -0.1, 0.1], [0.0, -0.1, 0.1], [-0.1, 0.2, 0.0], [0.0, -0.1, -0.1], [0.0, 0.0, 0.0], [-0.2, 0.4, 0.4], [-0.1, -0.4, -0.9], [0.1, -1.4, 0.1], [0.4, 2.0, -0.5], [0.2, -2.0, 1.2], [0.6, -0.2, 0.5], [0.1, -0.1, -0.3], [0.0, -0.1, 0.0], [0.1, -0.1, 0.0], [0.1, 0.0, 0.1], [-0.2, 0.2, -0.1], [-0.1, 0.1, -0.3], [0.0, -0.2, 0.0], [-0.1, -0.1, 0.1], [0.0, 0.0, -0.1], [0.7, 0.5, 0.6], [-2.1, -1.4, 2.1], [0.3, 1.1, -0.7], [0.8, 0.2, -1.4], [0.0, 0.0, -0.3], [0.6, -0.5, -0.1], [0.1, 0.1, -0.1], [-0.4, 1.2, 0.1], [0.0, 0.3, 0.4], [-0.1, -0.3, -0.2], [-0.1, 0.1, 0.0], [-0.2, -0.1, -0.1], [0.3, 0.3, 0.3], [-0.2, -0.5, -0.7], [0.1, 0.0, 0.0], [0.0, 0.0, 0.0], [0.0, 0.0, 0.0], [0.1, 0.0, 0.0]], "nbo_charge": [1.239, -0.670, -0.049, -0.447, -0.061, -0.797, -0.426, -0.067, -0.816, -0.437, 0.460, 0.460, 0.456, 0.211, 0.242, 0.248, 0.247, 0.392, 0.417, 0.250, 0.248, 0.248, 0.433, 0.390, 0.240, 0.246, -0.682, 0.335, -0.269, 0.235, -0.250, -0.349, -0.655, 0.285, 0.289, 0.243, 0.274, 0.422, 0.283, 0.266, 0.196, -0.683, 2.851, -0.645, -0.694, -0.559, -0.579, -0.551, 0.447, 0.130, -0.253, -0.084, -0.203, 0.080, -0.545, 0.269, 0.271, 0.267, 0.199], "s_squared": 0.81, "multiplicity": 2, "total_energy_ev": -114685.0624, "gap_ev": [4.46, 4.82], "charge": 3}